(1)
Formula: C5H10O
Source: the Open Molecules 2025 dataset
Level of theory: ωB97M-V/def2-TZVPD

Last columns: bonded neighbours and bond lengths (Å).
CARTESIAN COORDINATES (ANGSTROEM)
1 C -0.078 -1.251 -1.152  C2 1.334, H7 1.086, H8 1.084
2 C -0.224 -0.560 -0.021  C1 1.334, C3 1.641, C4 1.469
3 C -0.739 -1.375 1.308  C2 1.641, H9 1.093, H10 1.093, H11 1.093
4 C 0.004 0.845 0.344  C2 1.469, C5 1.661, O6 1.406, H12 1.092
5 C 0.358 1.709 -1.030  C4 1.661, H13 1.093, H14 1.094, H15 1.093
6 O 1.084 0.990 1.232  C4 1.406, H16 0.971
7 H -0.327 -2.308 -1.193  C1 1.086
8 H 0.253 -0.792 -2.077  C1 1.084
9 H -0.761 -0.762 2.212  C3 1.093
10 H -1.752 -1.738 1.117  C3 1.093
11 H -0.063 -2.216 1.483  C3 1.093
12 H -0.886 1.302 0.782  C4 1.092
13 H 1.257 1.329 -1.524  C5 1.093
14 H 0.582 2.730 -0.709  C5 1.094
15 H -0.485 1.730 -1.725  C5 1.093
16 H 1.776 0.367 0.954  O6 0.971

Summary:
Energy relative to the best compared isomer or geometry (same formula, charge and spin), eV: 1.377
HOMO, eV: -9.71
E_LUMO, eV: 1.0
Orbital gap, eV: 10.662

Mulliken population analysis, charges in e, atoms 1 to 6:
1 C -0.8727
2 C 0.4490
3 C -1.3070
4 C 0.3230
5 C -1.4325
6 O -0.5363

(2)
Formula: C15H14N4O
Source: the Open Molecules 2025 dataset
Level of theory: ωB97M-V/def2-TZVPD

Last columns: bonded neighbours and bond lengths (Å).
CARTESIAN COORDINATES (ANGSTROEM)
1 C 5.020 0.902 -1.782  C2 1.572, H21 1.047, H22 1.039, H23 1.140
2 C 4.063 0.177 -0.767  C1 1.572, O3 1.481, H24 1.116, H25 1.073
3 O 2.927 -0.495 -1.439  C2 1.481, C4 1.356
4 C 1.996 -0.817 -0.506  O3 1.356, N5 1.427, C8 1.445
5 N 2.365 -1.272 0.795  C4 1.427, C6 1.304
6 C 1.246 -1.477 1.431  N5 1.304, N7 1.472, H26 1.058
7 N 0.085 -1.086 0.615  C6 1.472, C8 1.410, C20 1.409
8 C 0.565 -0.673 -0.644  C4 1.445, N7 1.410, C9 1.490
9 C -0.399 -0.101 -1.624  C8 1.490, N10 1.468, H27 1.098, H28 1.105
10 N -1.118 1.120 -1.242  C9 1.468, N11 1.379, C14 1.350
11 N -1.109 2.367 -1.832  N10 1.379, C12 1.335
12 C -1.822 3.175 -1.044  N11 1.335, C13 1.426, H29 1.109
13 C -2.264 2.430 0.088  C12 1.426, C14 1.301, H30 1.119
14 C -1.858 1.211 -0.117  N10 1.350, C13 1.301, C15 1.504
15 C -2.221 -0.039 0.636  C14 1.504, C16 1.395, C20 1.510
16 C -3.568 -0.203 0.963  C15 1.395, C17 1.432, H31 1.110
17 C -3.957 -1.256 1.852  C16 1.432, C18 1.424, H32 1.072
18 C -2.984 -2.152 2.382  C17 1.424, C19 1.367, H33 1.100
19 C -1.696 -2.035 1.940  C18 1.367, C20 1.348, H34 1.157
20 C -1.232 -1.074 1.116  N7 1.409, C15 1.510, C19 1.348
21 H 5.535 0.164 -2.316  C1 1.047
22 H 5.759 1.511 -1.378  C1 1.039
23 H 4.464 1.610 -2.481  C1 1.140
24 H 4.650 -0.610 -0.238  C2 1.116
25 H 3.593 0.875 -0.101  C2 1.073
26 H 1.184 -1.793 2.438  C6 1.058
27 H 0.025 0.131 -2.610  C9 1.098
28 H -1.093 -0.920 -1.886  C9 1.105
29 H -1.997 4.239 -1.301  C12 1.109
30 H -2.941 2.792 0.902  C13 1.119
31 H -4.328 0.510 0.581  C16 1.110
32 H -4.951 -1.394 2.227  C17 1.072
33 H -3.034 -3.008 3.070  C18 1.100
34 H -0.904 -2.810 2.271  C19 1.157

Summary:
Energy relative to the best compared isomer or geometry (same formula, charge and spin), eV: 2.365
HOMO, eV: -7.94
E_LUMO, eV: 0.5
Orbital gap, eV: 8.488

Mulliken population analysis, charges in e, atoms 1 to 6:
1 C -1.2953
2 C -0.2178
3 O -0.3964
4 C 0.2206
5 N -0.5523
6 C -0.2716